(1)
The following is a DFT calculation (ωB97M-V/def2-TZVPD) of a structure of composition C19H30BaN5O5S5Sb at a distorted geometry.

ORCA input file:
```
! wB97M-V def2-TZVPD RIJCOSX def2/J DEFGRID3
* xyz -2 1
Ba -1.3995 -0.9315 0.4409
O -3.6718 2.3038 -2.2907
C -3.1120 3.6661 -2.5613
C -2.0083 4.3330 -1.7756
N -0.9357 3.5743 -1.1594
C 0.0483 0.3150 -2.0511
C -0.2244 -2.6747 -4.0796
O -0.6058 -2.0226 -5.0398
O -0.1526 -2.8121 -2.8196
C -1.2307 3.0450 -0.0667
C 2.1373 1.3824 3.3010
O 2.3010 2.4564 2.7289
O 1.2341 0.7067 3.8253
H -3.1754 1.9899 -1.5227
H -3.9770 4.3707 -2.5489
H -2.7862 3.6725 -3.6003
H -2.5818 4.8810 -0.9695
H -1.4742 5.1006 -2.3661
H -0.3403 1.2403 -2.3282
H -0.8130 -0.3719 -1.8788
H -2.0839 3.4353 0.5028
H -0.3909 2.6146 0.4867
S -4.4492 -4.3663 1.7519
C -4.9600 -2.8682 0.9733
S -4.6826 -2.4862 -0.5431
S -6.0620 -1.5208 1.5751
N -0.7657 -4.7407 0.5911
C -0.6679 -4.2003 1.8396
N -0.9151 -2.8742 2.0358
C -1.2129 -2.6570 3.4418
C -0.9160 -3.7450 4.2440
S -0.6642 -5.2000 3.2830
C -1.9373 -1.3390 3.7735
C -2.0498 -0.7112 4.9933
S -2.9865 0.7645 4.9102
C -3.1765 0.4756 3.2284
N -2.6242 -0.6485 2.7129
N -3.8335 1.3774 2.3723
H -0.5110 -4.0785 -0.1931
H -0.3818 -5.6862 0.4943
H -0.8469 -3.7486 5.3274
H -1.5938 -1.0390 5.9284
H -3.8229 2.2988 2.8397
H -4.8474 1.1146 2.3773
C 4.7172 -0.4744 -3.7367
C 3.4013 -0.0959 -3.0325
Sb 1.8690 0.3750 -1.2256
C 3.0694 -1.5681 -0.1089
C 3.5239 -2.9287 -0.6008
C 2.9653 2.7277 -0.7093
C 3.9738 3.6690 -0.2060
H 4.9097 -1.5253 -3.8941
H 5.5198 -0.0237 -3.1273
H 4.8220 0.1264 -4.6806
H 2.5476 -0.8006 -3.0914
H 3.0028 0.7881 -3.6008
H 2.2969 -1.6222 0.6943
H 3.8332 -0.8617 0.1536
H 2.9634 -3.1139 -1.5076
H 3.4628 -3.8001 0.0692
H 4.5724 -2.8177 -0.9489
H 1.9197 3.0130 -0.5458
H 2.9962 2.6647 -1.8257
H 3.5861 4.7268 -0.2305
H 4.8720 3.6637 -0.8393
H 4.3254 3.4820 0.8100
*
```

Summary:
F_max, eV/A: 7.37
LUMO (spin up / spin down), Ha: 0.111 / 0.110
Energy above the lowest of the compared OMol25 structures with the same formula, charge and spin, kJ/mol: 1661.8

(2)
The following is a DFT calculation (ωB97M-V/def2-TZVPD) of a cluster of 2 separate species, C19H30BrCl3N4O4 in total at a distorted geometry.

ORCA input file:
```
! wB97M-V def2-TZVPD RIJCOSX def2/J DEFGRID3
* xyz 0 1
C 2.3456 3.0421 0.2170
C 1.3443 1.9164 -0.2694
C -0.1715 2.2570 0.0075
Br -0.8757 1.3500 1.6422
C -1.1088 2.1008 -1.2384
N -0.6092 3.0557 -2.2808
C -2.6146 2.5401 -0.9042
C -2.7767 4.0755 -0.6001
N -3.9175 4.2179 0.3838
C -1.1976 0.6422 -1.8414
O -0.5241 -0.3714 -1.0820
C 0.2896 -1.2135 -1.9097
C -0.4979 -2.4286 -2.5231
C -1.3127 -3.2430 -1.4303
C -0.4347 -4.3360 -0.7432
O 0.3766 -4.9177 -1.4439
N -0.5366 -4.7471 0.6290
C -1.0261 -3.7111 1.5211
C -0.1093 -2.8854 2.3326
C -0.6569 -1.8931 3.2391
C -2.0958 -1.6695 3.3988
C -3.0025 -2.4532 2.5791
C -2.4465 -3.4504 1.6692
C 1.5004 -1.7509 -1.0404
O 2.5933 -0.8081 -1.0854
N 3.7301 -1.3484 -0.5026
O 3.7681 -1.1273 0.6535
H 2.6249 3.7340 -0.6223
H 3.2842 2.5206 0.5503
H 1.9489 3.5987 1.1125
H 1.5753 1.0196 0.3706
H 1.5407 1.5995 -1.3207
H -0.1919 3.3510 0.2800
H -1.3731 3.3236 -2.9052
H -0.2902 3.9087 -1.8066
H -3.0556 1.8850 -0.1108
H -3.2034 2.3342 -1.8488
H -2.9811 4.6805 -1.5216
H -1.8853 4.5374 -0.1028
H -3.5644 4.6533 1.2435
H -4.5155 4.9415 -0.0261
H -0.8748 0.6993 -2.9192
H -2.2884 0.3430 -1.8792
H 0.7654 -0.6611 -2.7674
H 0.1658 -3.0984 -3.1372
H -1.2321 -1.9997 -3.2668
H -2.1325 -3.7709 -1.9955
H -1.7686 -2.4968 -0.7369
H 0.4071 -4.9850 0.9481
H 1.0000 -3.0225 2.2601
H 0.0117 -1.2737 3.8874
H -2.5082 -0.9312 4.1161
H -4.1122 -2.3419 2.6273
H -3.1528 -4.0487 1.0504
H 1.1631 -2.0221 -0.0063
H 1.8356 -2.7087 -1.5317
Cl 7.6044 1.0951 3.4530
C 6.5105 0.5747 2.1657
Cl 5.1790 1.7215 1.9781
Cl 7.3868 0.3855 0.6432
H 6.0934 -0.3888 2.4409
*
```

Summary:
SMILES: CC[C@H](Br)[C@](N)(CCN)CO[C@H](CCC(=O)Nc1ccccc1)CON=O.ClC(Cl)Cl
F_max, eV/A: 3.21
LUMO, Ha: -0.010

(3)
The following is a DFT calculation (ωB97M-V/def2-TZVPD) of an isolated molecule of C19H30FN3O.

ORCA input file:
```
! wB97M-V def2-TZVPD RIJCOSX def2/J DEFGRID3
* xyz 0 1
C 1.5418 -1.1020 1.7939
C 2.0142 0.3214 1.8348
C 2.1897 0.9282 3.0674
C 2.5378 2.2625 3.1484
F 2.6997 2.8310 4.3681
C 2.7038 3.0298 2.0142
C 2.5470 2.4260 0.7813
C 2.2221 1.0716 0.6609
N 2.0257 0.4914 -0.5865
C 2.7743 -0.6709 -1.0006
C 1.8543 -1.6468 -1.7553
C 0.6230 -0.9079 -2.3161
N -0.4213 -0.8160 -1.2947
C -1.1155 -2.0818 -1.1220
C -2.0072 -2.0067 0.1194
N -2.9846 -0.9314 0.0716
C -4.1564 -1.2465 -0.7209
C -2.3511 0.3335 -0.2958
C -1.5734 0.9286 0.8867
C -2.4468 1.1197 2.1291
O -2.8469 -0.0888 2.7187
C -1.4304 0.2029 -1.5235
C 1.1243 0.4430 -2.8406
C 1.6973 1.3230 -1.7163
H 1.0016 -1.2861 0.8699
H 2.3761 -1.8014 1.8627
H 0.8852 -1.2939 2.6406
H 2.0309 0.3682 3.9763
H 2.9593 4.0743 2.0970
H 2.6947 3.0228 -0.1046
H 3.2263 -1.1519 -0.1364
H 3.5970 -0.3532 -1.6632
H 2.4016 -2.1042 -2.5809
H 1.5388 -2.4470 -1.0890
H 0.2371 -1.4764 -3.1866
H -0.3994 -2.8929 -0.9863
H -1.7243 -2.3244 -2.0150
H -2.5360 -2.9532 0.2525
H -1.3740 -1.8426 0.9938
H -3.9534 -1.3946 -1.7899
H -4.6071 -2.1580 -0.3285
H -4.8788 -0.4366 -0.6194
H -3.1570 1.0322 -0.5538
H -0.7259 0.2936 1.1302
H -1.1823 1.9022 0.5877
H -1.8823 1.6596 2.8946
H -3.3302 1.7236 1.8633
H -3.2115 -0.6326 2.0000
H -0.9600 1.1698 -1.6782
H -2.0400 -0.0313 -2.4183
H 0.3402 0.9754 -3.3783
H 1.9086 0.2165 -3.5660
H 0.9652 2.0643 -1.3890
H 2.5782 1.8639 -2.1071
*
```

Summary:
SMILES: Cc1cc(F)ccc1N1CCC(N2CCN(C)[C@@H](CCO)C2)CC1
F_max, eV/A: 0.55
LUMO, Ha: 0.025

(4)
The following is a DFT calculation (ωB97M-V/def2-TZVPD) of a structure of composition C19H30I2N4O3S2Tl at a distorted geometry.

ORCA input file:
```
! wB97M-V def2-TZVPD RIJCOSX def2/J DEFGRID3
* xyz 1 1
Tl -2.6019 1.5391 0.9034
I -4.2944 -1.2078 1.7275
C -5.9092 -0.2492 0.7101
I -6.1195 1.8062 1.2645
H -6.8301 -0.7598 0.9602
H -5.6847 -0.2756 -0.3473
C -2.9450 1.3601 5.2482
S -1.4505 0.5109 4.6380
C -1.8381 -1.1078 5.3433
O -1.7564 0.3524 3.1569
H -3.1597 1.0680 6.2735
H -3.7783 1.1005 4.5984
H -2.7605 2.4313 5.2124
H -1.8366 -1.0124 6.4278
H -1.0495 -1.7941 5.0437
H -2.8066 -1.4440 4.9790
N -3.6425 0.6035 -1.3127
C -3.5176 0.3290 -2.4330
N -3.4480 0.0766 -3.7103
C -3.3719 -1.2794 -4.2546
C -1.9470 -1.5547 -4.7345
O -1.5069 -0.5561 -5.6342
C -1.5259 0.7272 -5.0438
C -2.9443 1.1047 -4.6272
H -4.0604 -1.3285 -5.1014
H -3.6665 -2.0061 -3.4991
H -1.9112 -2.4982 -5.2771
H -1.2726 -1.6086 -3.8681
H -1.1486 1.4261 -5.7890
H -0.8723 0.7455 -4.1595
H -3.5991 1.1177 -5.5014
H -2.9626 2.0767 -4.1372
C 4.0748 2.1411 -1.7556
C 4.1751 1.5954 -0.3316
C 2.8413 1.6335 0.4059
N 1.8537 0.7830 -0.2513
C 0.8360 0.1237 0.2993
S -0.5193 -0.2366 -0.6374
N 0.8819 -0.2489 1.6125
C 1.9165 -0.7142 2.4223
O 1.7296 -0.7667 3.6201
C 3.1616 -1.1807 1.7566
C 3.0946 -1.8979 0.5633
C 4.2600 -2.2948 -0.0709
C 5.4933 -1.9752 0.4790
C 5.5611 -1.3046 1.6923
C 4.3989 -0.9204 2.3401
H 5.0700 2.2219 -2.1887
H 3.6306 3.1378 -1.7566
H 3.4872 1.4859 -2.4008
H 4.8851 2.1995 0.2353
H 4.5474 0.5701 -0.3557
H 2.4603 2.6621 0.4072
H 2.9623 1.3180 1.4376
H 1.7274 0.9705 -1.2346
H -0.0167 -0.2342 2.1172
H 2.1323 -2.1682 0.1462
H 4.2049 -2.8473 -0.9989
H 6.4021 -2.2616 -0.0322
H 6.5228 -1.0758 2.1300
H 4.4436 -0.4085 3.2926
*
```

Summary:
F_max, eV/A: 1.17
LUMO, Ha: -0.098

(5)
The following is a DFT calculation (ωB97M-V/def2-TZVPD) of an isolated molecule of C19H30N2.

ORCA input file:
```
! wB97M-V def2-TZVPD RIJCOSX def2/J DEFGRID3
* xyz 0 1
H 4.6620 2.8387 0.2311
N 4.6737 1.8233 0.1644
C 3.5009 1.3095 0.0592
C 3.3635 -0.1353 -0.0551
C 2.1599 -0.7444 -0.1817
N 0.9815 -0.0125 -0.2491
C -0.3186 -0.6324 -0.3964
C -0.9628 -0.9532 0.9604
C -2.2727 -1.7415 0.8359
C -3.5417 -0.8868 0.8627
C -3.7024 0.0391 -0.3408
C -5.0555 0.7539 -0.3651
C -6.2188 -0.1678 -0.7120
C 1.0666 1.3437 -0.1220
C 2.2377 2.0018 0.0262
C 2.0228 3.4876 0.0930
C 0.5067 3.6167 0.3068
C -0.0986 2.2927 -0.1881
C 2.0433 -2.2428 -0.3040
C 3.3178 -2.9640 0.1251
C 4.5224 -2.3182 -0.5413
C 4.6576 -0.8969 -0.0193
H -0.2191 -1.5489 -0.9801
H -0.9566 0.0447 -0.9654
H -1.1404 -0.0274 1.5097
H -0.2465 -1.5330 1.5463
H -2.3351 -2.4440 1.6698
H -2.2564 -2.3318 -0.0832
H -4.3955 -1.5654 0.9036
H -3.5536 -0.2904 1.7783
H -3.5856 -0.5375 -1.2616
H -2.9194 0.7989 -0.3174
H -5.2346 1.2170 0.6080
H -5.0124 1.5543 -1.1077
H -6.3470 -0.9421 0.0399
H -6.0500 -0.6472 -1.6740
H -7.1440 0.4006 -0.7708
H 2.5904 3.9529 0.9008
H 2.3355 3.9552 -0.8460
H 0.0882 4.4771 -0.2129
H 0.2997 3.7322 1.3716
H -0.9431 1.9871 0.4298
H -0.4477 2.3838 -1.2220
H 1.2155 -2.6119 0.3037
H 1.8295 -2.4954 -1.3493
H 3.4290 -2.8956 1.2091
H 3.2403 -4.0206 -0.1409
H 5.4300 -2.8849 -0.3276
H 4.3774 -2.3070 -1.6236
H 5.3885 -0.3241 -0.5914
H 5.0177 -0.9077 1.0136
*
```

Summary:
SMILES: [H]/N=c1/c2c(n(CCCCCCC)c3c1CCC3)CCCC2
F_max, eV/A: 0.50
LUMO, Ha: 0.028
Energy above the lowest of the compared OMol25 structures with the same formula, charge and spin, kJ/mol: 13.8

(6)
The following is a DFT calculation (ωB97M-V/def2-TZVPD) of an isolated molecule of C19H30N2O2.

ORCA input file:
```
! wB97M-V def2-TZVPD RIJCOSX def2/J DEFGRID3
* xyz 0 1
C -0.4364 -1.2131 1.7168
C -0.4724 -1.7305 0.2719
C -1.8293 -1.4814 -0.4283
O -2.2415 -2.2250 -1.2935
N -2.4939 -0.3790 -0.0352
C -3.7624 0.0258 -0.6037
C -4.8792 0.0171 0.4635
C -5.4906 1.4204 0.4453
C -4.3449 2.3118 -0.0243
C -3.6991 1.4733 -1.1241
C -0.1435 -3.2366 0.2407
C 1.3576 -3.2914 -0.0105
C 1.6387 -1.9984 -0.7558
O 2.6143 -1.7410 -1.4219
N 0.5984 -1.1550 -0.5365
C 0.5144 0.1075 -1.2308
C 1.0111 1.3239 -0.4266
C 2.4952 1.2462 -0.1818
C 3.3629 1.6917 -1.0793
C 4.8491 1.5894 -0.9452
C 5.2664 1.2371 0.4789
C 4.3785 0.1151 1.0019
C 2.9400 0.6098 1.1050
H 0.4566 -1.5903 2.2108
H -1.3067 -1.5724 2.2625
H -0.4040 -0.1277 1.7708
H -2.1148 0.2158 0.6825
H -3.9615 -0.6854 -1.4081
H -4.4388 -0.1898 1.4405
H -5.6196 -0.7544 0.2640
H -6.3057 1.4637 -0.2777
H -5.8808 1.7127 1.4188
H -4.6865 3.2804 -0.3847
H -3.6399 2.4795 0.7923
H -2.6760 1.7764 -1.3448
H -4.2829 1.5567 -2.0405
H -0.6827 -3.6883 -0.5936
H -0.4456 -3.7321 1.1616
H 1.9348 -3.2935 0.9169
H 1.6694 -4.1487 -0.6029
H -0.5170 0.2690 -1.5561
H 1.1510 0.0107 -2.1158
H 0.7808 2.2133 -1.0172
H 0.4759 1.4002 0.5218
H 3.0058 2.1336 -2.0008
H 5.3148 2.5281 -1.2587
H 5.1954 0.8104 -1.6324
H 6.3154 0.9351 0.4968
H 5.1572 2.1139 1.1222
H 4.7286 -0.2303 1.9775
H 4.4111 -0.7233 0.3039
H 2.2791 -0.2239 1.3477
H 2.8533 1.3431 1.9163
*
```

Summary:
SMILES: C[C@]1(C(=O)NC2CCCC2)CCC(=O)N1CCC1=CCCCC1
F_max, eV/A: 0.51
LUMO, Ha: 0.020
Energy above the lowest of the compared OMol25 structures with the same formula, charge and spin, kJ/mol: 0.0

(7)
The following is a DFT calculation (ωB97M-V/def2-TZVPD) of a cluster of 2 separate species, C19H30N2O8 in total at a distorted geometry.

ORCA input file:
```
! wB97M-V def2-TZVPD RIJCOSX def2/J DEFGRID3
* xyz 0 1
C -3.7026 4.1591 4.9765
O -3.2301 3.2987 3.9331
C -2.5485 2.1320 4.4207
O -1.3613 2.5100 5.1361
C -0.3706 3.1774 4.3331
C 0.8116 3.5315 5.2348
C 0.0676 2.3052 3.1342
O 0.8021 1.1413 3.5438
C -1.1616 1.8440 2.3363
O -0.7705 0.9007 1.3236
C -2.1942 1.1841 3.2570
O -3.3455 0.8325 2.4658
H -2.8659 4.6419 5.4907
H -4.2886 3.5972 5.7107
H -4.3404 4.9392 4.5509
H -3.2087 1.5935 5.1078
H -0.7895 4.1103 3.9412
H 1.5992 4.0232 4.6565
H 1.2269 2.6291 5.6943
H 0.4867 4.2089 6.0300
H 0.7014 2.9067 2.4748
H 0.7856 0.5042 2.8042
H -1.6286 2.7153 1.8639
H -1.5836 0.4196 1.0202
H -1.7636 0.2725 3.6837
H -4.0428 0.4383 3.0157
C -1.1190 -1.2759 -5.8543
N -0.5706 -0.8965 -4.5541
C -0.1461 -1.7736 -3.6361
O -0.2207 -2.9882 -3.8112
C 0.4019 -1.1774 -2.3228
C 1.4502 -2.0534 -1.6176
C 2.7232 -2.2330 -2.4234
C 2.8775 -3.3519 -3.2646
C 4.0503 -3.5102 -4.0277
C 5.0748 -2.5428 -3.9493
O 6.2083 -2.6850 -4.6842
C 4.9218 -1.4221 -3.1072
C 3.7474 -1.2684 -2.3446
N -0.6257 -0.7471 -1.3602
C -1.6983 -1.3828 -0.8867
C -2.1059 -2.7528 -1.3843
O -2.3668 -0.8396 -0.0201
H -2.0734 -1.7873 -5.7167
H -1.2696 -0.3920 -6.4750
H -0.4294 -1.9553 -6.3597
H -0.5093 0.0848 -4.3339
H 0.9349 -0.2723 -2.6149
H 1.0252 -3.0320 -1.3938
H 1.7145 -1.5904 -0.6652
H 2.0852 -4.0863 -3.3344
H 4.1593 -4.3673 -4.6740
H 6.2181 -3.5095 -5.1706
H 5.7135 -0.6900 -3.0557
H 3.6352 -0.4091 -1.6985
H -0.4581 0.1360 -0.8992
H -2.4796 -2.6729 -2.4028
H -2.8957 -3.1403 -0.7432
H -1.2573 -3.4316 -1.3537
*
```

Summary:
SMILES: CO[C@@H]1O[C@@H](C)[C@@H](O)[C@@H](O)[C@@H]1O.CNC(=O)[C@H](Cc1ccc(O)cc1)NC(C)=O
F_max, eV/A: 1.67
LUMO, Ha: 0.019
Energy above the lowest of the compared OMol25 structures with the same formula, charge and spin, kJ/mol: 0.0

(8)
The following is a DFT calculation (ωB97M-V/def2-TZVPD) of a structure of composition C19H30NNiO5Si.

ORCA input file:
```
! wB97M-V def2-TZVPD RIJCOSX def2/J DEFGRID3
* xyz -1 1
Ni -0.0132 1.3031 0.5764
O 0.0367 7.2061 -0.5458
C 0.0614 5.8578 -0.3236
C 1.2678 5.1641 -0.2222
C 1.1919 3.7993 -0.0012
N 0.0139 3.2111 0.0808
C -1.1429 3.8504 0.0391
C -1.1705 5.2162 -0.1787
C -2.3133 2.8998 0.3339
O -3.4585 3.3071 0.2137
O -1.9387 1.7383 0.7218
C 2.3367 2.8079 0.2566
O 3.4922 3.1844 0.1144
O 1.9350 1.6558 0.6413
H 0.9415 7.5282 -0.6180
H 2.2325 5.6496 -0.2919
H -2.1055 5.7525 -0.2179
C 2.3771 -0.6210 -1.4966
C 1.1038 -1.4784 -1.4612
C 1.5354 -2.9483 -1.4218
C 0.4180 -1.2440 -2.8134
Si -0.0474 -0.9785 0.0426
C -1.8589 -1.6457 -0.2682
C -2.7137 -1.5426 1.0045
C -1.9190 -3.1026 -0.7422
C -2.5902 -0.7907 -1.3173
C 0.6531 -1.7101 1.7113
C 2.1758 -1.5229 1.8072
C 0.0591 -0.8520 2.8333
C 0.3560 -3.1805 2.0167
H 2.9785 -0.9217 -2.3605
H 2.9978 -0.7151 -0.6101
H 2.1435 0.4348 -1.6010
H 2.1438 -3.1746 -2.3046
H 0.6905 -3.6370 -1.4235
H 2.1442 -3.1761 -0.5470
H 1.1475 -1.4125 -3.6112
H 0.0564 -0.2209 -2.9136
H -0.4201 -1.9180 -2.9937
H -2.3772 -2.2162 1.7952
H -3.7400 -1.8304 0.7557
H -2.7447 -0.5259 1.3887
H -1.4364 -3.7920 -0.0504
H -1.4585 -3.2415 -1.7217
H -2.9655 -3.4117 -0.8347
H -2.6468 0.2480 -1.0036
H -3.6157 -1.1592 -1.4161
H -2.1394 -0.8356 -2.3043
H 2.4769 -0.4929 1.6231
H 2.7269 -2.1682 1.1213
H 2.4959 -1.7898 2.8203
H 0.2433 0.2167 2.6562
H 0.5320 -1.1075 3.7896
H -1.0160 -0.9673 2.9511
H 0.7781 -3.8457 1.2621
H -0.7121 -3.3937 2.0826
H 0.8009 -3.4603 2.9769
*
```

Summary:
F_max, eV/A: 0.92
LUMO (spin up / spin down), Ha: 0.090 / 0.090

> Look up the F_max of the sixth one.

0.51 eV/A